The following is a DFT calculation (wB97M-V/def2-TZVPD) of 2 unconnected molecules or ions with the total composition C4H11N2O.

The energy above the lowest of the compared OMol25 structures with the same formula, charge and spin is 54.4 kcal/mol. As for the net charge: +1. The LUMO energy comes out at -3.14 eV.

Each atom is followed by the atoms it is bonded to, with distances in Å.
CARTESIAN COORDINATES (ANGSTROEM)
1 O -0.40079 0.52577 -1.48341  C2 1.218
2 C -1.37550 0.86020 -0.83347  O1 1.218, C3 1.507, H5 1.100
3 C -1.57027 0.56324 0.63084  C2 1.507, N4 1.453, H6 1.094, H7 1.091
4 N -2.96470 0.72879 1.00345  C3 1.453, H8 1.011, H9 1.011
5 H -2.18915 1.40055 -1.33876  C2 1.100
6 H -1.19999 -0.45424 0.79020  C3 1.094
7 H -0.89088 1.22070 1.17599  C3 1.091
8 H -3.32339 -0.11780 1.42312  N4 1.011
9 H -3.07884 1.45290 1.70029  N4 1.011
10 C 2.21938 -1.29765 -0.09680  C11 1.305, N12 1.479, H13 1.076
11 C 2.09939 -1.59945 1.16750  C10 1.305, H14 1.079, H15 1.080
12 N 2.03538 0.08910 -0.57675  C10 1.479, H16 1.078, H17 1.020, H18 1.019
13 H 2.41426 -1.98883 -0.89873  C10 1.076
14 H 2.21344 -2.62852 1.47045  C11 1.079
15 H 1.89498 -0.88081 1.94785  C11 1.080
16 H 1.00392 0.25211 -0.84558  N12 1.078
17 H 2.26108 0.76336 0.15395  N12 1.020
18 H 2.61470 0.30504 -1.38640  N12 1.019



The following is a DFT calculation (wB97M-V/def2-TZVPD) of 11 unconnected molecules or ions with the total composition C54H123O32P5S6 in a non-equilibrium geometry.

As for the net charge: 0. The LUMO energy comes out at -0.10 eV. The SMILES is CCOP(=O)(OCC)OCC.CCOP(=O)(OCC)OCC.CCOP(=O)(OCC)OCC.CCOP(=O)(OCC)OCC.CCOP(=O)(OCC)OCC.O=S1(=O)CCCC1.O=S1(=O)CCCC1.O=S1(=O)CCCC1.O=S1(=O)CCCC1.O=S1(=O)CCCC1.O=S1(=O)CCCC1.

Each atom is followed by the atoms it is bonded to, with distances in Å.
CARTESIAN COORDINATES (ANGSTROEM)
1 C -22.42721 -6.19678 -2.67716  C2 1.512, H12 1.095, H13 1.090, H14 1.090
2 C -22.12289 -7.47856 -3.41884  C1 1.512, O3 1.431, H15 1.095, H16 1.092
3 O -23.06986 -7.66955 -4.47388  C2 1.431, P4 1.598
4 P -22.66859 -8.48230 -5.79008  O3 1.598, O5 1.469, O6 1.586, O9 1.576
5 O -22.33466 -9.88959 -5.53558  P4 1.469
6 O -23.94705 -8.32275 -6.71437  P4 1.586, C7 1.444
7 C -25.25610 -8.72007 -6.25248  O6 1.444, C8 1.517, H17 1.093, H18 1.089
8 C -25.42496 -10.22053 -6.10114  C7 1.517, H19 1.089, H20 1.091, H21 1.090
9 O -21.60566 -7.61683 -6.56777  P4 1.576, C10 1.458
10 C -21.09219 -7.97250 -7.88562  O9 1.458, C11 1.502, H22 1.093, H23 1.090
11 C -21.28451 -6.79955 -8.80368  C10 1.502, H24 1.092, H25 1.090, H26 1.090
12 H -23.37145 -6.26974 -2.12784  C1 1.095
13 H -21.65073 -6.04035 -1.92818  C1 1.090
14 H -22.60553 -5.33815 -3.32387  C1 1.090
15 H -21.11435 -7.42326 -3.84132  C2 1.095
16 H -22.14337 -8.31687 -2.71882  C2 1.092
17 H -25.43385 -8.22050 -5.29721  C7 1.093
18 H -25.93400 -8.26917 -6.97563  C7 1.089
19 H -26.44287 -10.49736 -5.83159  C8 1.089
20 H -25.13225 -10.74991 -7.00906  C8 1.091
21 H -24.73827 -10.58436 -5.33752  C8 1.090
22 H -20.05258 -8.15480 -7.60223  C10 1.093
23 H -21.53288 -8.90583 -8.23751  C10 1.090
24 H -20.88268 -5.87248 -8.38966  C11 1.092
25 H -20.73891 -7.03890 -9.71627  C11 1.090
26 H -22.32279 -6.53965 -9.01245  C11 1.090
27 C -17.19551 -5.10427 3.52379  C28 1.511, H38 1.092, H39 1.089, H40 1.091
28 C -18.36585 -4.16072 3.37473  C27 1.511, O29 1.440, H41 1.093, H42 1.091
29 O -17.76264 -2.86669 3.18611  C28 1.440, P30 1.595
30 P -18.55853 -1.52316 3.51145  O29 1.595, O31 1.468, O32 1.596, O35 1.610
31 O -18.79073 -1.29886 4.94319  P30 1.468
32 O -17.66687 -0.42276 2.77480  P30 1.596, C33 1.454
33 C -17.88502 0.98298 3.07748  O32 1.454, C34 1.515, H43 1.089, H44 1.090
34 C -17.62199 1.46128 4.49081  C33 1.515, H45 1.088, H46 1.093, H47 1.091
35 O -19.94307 -1.65525 2.70054  P30 1.610, C36 1.422
36 C -19.97829 -2.11054 1.35438  O35 1.422, C37 1.540, H48 1.092, H49 1.092
37 C -20.13343 -0.93721 0.36951  C36 1.540, H50 1.089, H51 1.087, H52 1.093
38 H -16.52747 -4.74372 4.30930  C27 1.092
39 H -17.42850 -6.13375 3.79183  C27 1.089
40 H -16.58388 -5.05093 2.62157  C27 1.091
41 H -18.95732 -4.37820 2.48129  C28 1.093
42 H -19.06478 -4.13071 4.21191  C28 1.091
43 H -17.22400 1.55543 2.42790  C33 1.089
44 H -18.92659 1.13895 2.79687  C33 1.090
45 H -16.58430 1.48320 4.81562  C34 1.088
46 H -18.00382 2.47933 4.60308  C34 1.093
47 H -18.23135 0.87352 5.17860  C34 1.091
48 H -19.15060 -2.73279 1.00881  C36 1.092
49 H -20.82565 -2.79388 1.27332  C36 1.092
50 H -20.92569 -0.24471 0.64950  C37 1.089
51 H -19.15066 -0.50143 0.20952  C37 1.087
52 H -20.51152 -1.31879 -0.58277  C37 1.093
53 C -9.06957 4.83089 -1.87675  C54 1.504, H64 1.089, H65 1.092, H66 1.091
54 C -9.69589 4.61850 -0.52591  C53 1.504, O55 1.431, H67 1.092, H68 1.094
55 O -9.34660 3.35409 0.04614  C54 1.431, P56 1.599
56 P -10.29918 2.65652 1.12463  O55 1.599, O57 1.479, O58 1.598, O61 1.596
57 O -11.22023 3.47613 1.94215  P56 1.479
58 O -11.06652 1.50885 0.31941  P56 1.598, C59 1.444
59 C -12.32185 1.85742 -0.30316  O58 1.444, C60 1.518, H69 1.090, H70 1.093
60 C -12.68048 0.82140 -1.35266  C59 1.518, H71 1.089, H72 1.096, H73 1.088
61 O -9.20049 1.81168 1.91580  P56 1.596, C62 1.426
62 C -9.62235 0.99855 3.00887  O61 1.426, C63 1.524, H74 1.095, H75 1.090
63 C -9.19185 1.63684 4.32418  C62 1.524, H76 1.087, H77 1.092, H78 1.093
64 H -9.61901 5.52204 -2.51488  C53 1.089
65 H -8.08621 5.29649 -1.77791  C53 1.092
66 H -8.97252 3.88137 -2.40567  C53 1.091
67 H -9.32584 5.34705 0.19793  C54 1.092
68 H -10.76834 4.76465 -0.68647  C54 1.094
69 H -13.07662 1.93357 0.47948  C59 1.090
70 H -12.17593 2.84909 -0.73779  C59 1.093
71 H -12.01653 0.76787 -2.21439  C60 1.089
72 H -12.55632 -0.18848 -0.94642  C60 1.096
73 H -13.73717 0.89560 -1.59980  C60 1.088
74 H -10.70651 0.86745 3.08777  C62 1.095
75 H -9.20325 0.01245 2.80834  C62 1.090
76 H -9.57402 2.64814 4.43374  C63 1.087
77 H -9.47524 1.00728 5.16960  C63 1.092
78 H -8.09994 1.66045 4.37382  C63 1.093
79 C -9.31337 -8.92490 -4.37857  C80 1.526, H90 1.090, H91 1.093, H92 1.090
80 C -10.11450 -7.67464 -4.02591  C79 1.526, O81 1.433, H93 1.088, H94 1.090
81 O -9.61453 -7.07391 -2.82540  C80 1.433, P82 1.593
82 P -10.20031 -7.52237 -1.41370  O81 1.593, O83 1.476, O84 1.590, O87 1.611
83 O -10.66069 -8.92087 -1.30333  P82 1.476
84 O -11.27686 -6.38256 -1.15050  P82 1.590, C85 1.442
85 C -12.18420 -6.52188 -0.03903  O84 1.442, C86 1.501, H95 1.092, H96 1.092
86 C -12.80329 -5.20634 0.33577  C85 1.501, H97 1.099, H98 1.092, H99 1.090
87 O -9.03913 -7.14422 -0.36283  P82 1.611, C88 1.417
88 C -7.73928 -7.70696 -0.38188  O87 1.417, C89 1.523, H100 1.092, H101 1.097
89 C -7.65019 -8.89894 0.56160  C88 1.523, H102 1.090, H103 1.095, H104 1.086
90 H -9.49904 -9.79350 -3.74667  C79 1.090
91 H -9.63484 -9.23662 -5.37610  C79 1.093
92 H -8.23843 -8.74299 -4.35842  C79 1.090
93 H -10.02529 -6.93353 -4.81723  C80 1.088
94 H -11.16464 -7.95198 -3.93609  C80 1.090
95 H -12.98191 -7.24863 -0.20732  C85 1.092
96 H -11.57381 -6.92118 0.77425  C85 1.092
97 H -13.34902 -5.37287 1.27493  C86 1.099
98 H -12.13052 -4.42815 0.70212  C86 1.092
99 H -13.56507 -4.79500 -0.32579  C86 1.090
100 H -7.36694 -7.93107 -1.38418  C88 1.092
101 H -7.15671 -6.87913 0.04125  C88 1.097
102 H -8.14249 -8.61349 1.49176  C89 1.090
103 H -8.30352 -9.65932 0.12088  C89 1.095
104 H -6.66236 -9.32096 0.71798  C89 1.086
105 C -16.43596 -1.17666 -1.11221  C106 1.531, H116 1.094, H117 1.088, H118 1.093
106 C -16.71998 -2.52117 -1.78674  C105 1.531, O107 1.432, H119 1.088, H120 1.096
107 O -17.87572 -3.08260 -1.15458  C106 1.432, P108 1.593
108 P -18.55582 -4.38767 -1.76552  O107 1.593, O109 1.455, O110 1.574, O113 1.638
109 O -19.89116 -4.64649 -1.24887  P108 1.455
110 O -18.40450 -4.35975 -3.33189  P108 1.574, C111 1.426
111 C -19.10409 -5.26396 -4.18365  O110 1.426, C112 1.537, H121 1.090, H122 1.089
112 C -18.10769 -6.15212 -4.94614  C111 1.537, H123 1.090, H124 1.087, H125 1.093
113 O -17.46600 -5.54139 -1.36025  P108 1.638, C114 1.432
114 C -17.03863 -5.54559 0.00670  O113 1.432, C115 1.535, H126 1.094, H127 1.090
115 C -16.19880 -6.82428 0.13643  C114 1.535, H128 1.090, H129 1.089, H130 1.092
116 H -15.44913 -0.84898 -1.45286  C105 1.094
117 H -17.18748 -0.41476 -1.30707  C105 1.088
118 H -16.29946 -1.33271 -0.03943  C105 1.093
119 H -16.91051 -2.40536 -2.85192  C106 1.088
120 H -15.81150 -3.11632 -1.64218  C106 1.096
121 H -19.74553 -5.89499 -3.56851  C111 1.090
122 H -19.65724 -4.71111 -4.94113  C111 1.089
123 H -17.47687 -5.55131 -5.60167  C112 1.090
124 H -17.59083 -6.80101 -4.24393  C112 1.087
125 H -18.64349 -6.77386 -5.66839  C112 1.093
126 H -16.36004 -4.70167 0.16277  C114 1.094
127 H -17.88827 -5.52883 0.68971  C114 1.090
128 H -16.87844 -7.67555 0.16754  C115 1.090
129 H -15.48284 -6.85785 -0.68289  C115 1.089
130 H -15.60156 -6.86657 1.04980  C115 1.092
131 O -19.20556 -2.16993 -5.71315  S132 1.447
132 S -19.25921 -1.11698 -4.72250  O131 1.447, O133 1.451, C134 1.885, C137 1.841
133 O -18.06374 -0.71392 -4.00605  S132 1.451
134 C -20.16950 0.33225 -5.51356  S132 1.885, C135 1.522, H138 1.087, H139 1.091
135 C -21.56076 0.29975 -4.89801  C134 1.522, C136 1.542, H140 1.088, H141 1.093
136 C -21.41256 -0.16089 -3.43410  C135 1.542, C137 1.512, H142 1.092, H143 1.093
137 C -20.62100 -1.44606 -3.52767  S132 1.841, C136 1.512, H144 1.091, H145 1.090
138 H -20.01361 0.16761 -6.57667  C134 1.087
139 H -19.52726 1.16272 -5.21537  C134 1.091
140 H -22.11433 1.22339 -5.05205  C135 1.088
141 H -22.14486 -0.47685 -5.39878  C135 1.093
142 H -22.35167 -0.37797 -2.92164  C136 1.092
143 H -20.94385 0.56769 -2.76807  C136 1.093
144 H -21.24735 -2.22908 -3.95852  C137 1.091
145 H -20.11518 -1.88151 -2.66637  C137 1.090
146 O -19.02845 -2.27884 -10.31352  S147 1.446
147 S -17.60236 -2.46910 -10.17001  O146 1.446, O148 1.456, C149 1.844, C152 1.799
148 O -16.74239 -1.98754 -11.24173  S147 1.456
149 C -17.03936 -1.83528 -8.53211  S147 1.844, C150 1.529, H153 1.087, H154 1.088
150 C -16.92467 -3.09279 -7.67035  C149 1.529, C151 1.518, H155 1.090, H156 1.094
151 C -16.47542 -4.23232 -8.56670  C150 1.518, C152 1.507, H157 1.094, H158 1.100
152 C -17.29235 -4.20839 -9.83240  S147 1.799, C151 1.507, H159 1.091, H160 1.086
153 H -17.80728 -1.12057 -8.24774  C149 1.087
154 H -16.07183 -1.35800 -8.67117  C149 1.088
155 H -16.27686 -3.02732 -6.79578  C150 1.090
156 H -17.86604 -3.44678 -7.23950  C150 1.094
157 H -16.47730 -5.22653 -8.11135  C151 1.094
158 H -15.41798 -4.18965 -8.86498  C151 1.100
159 H -18.28248 -4.63342 -9.66278  C152 1.091
160 H -16.84776 -4.59553 -10.74434  C152 1.086
161 O -12.62981 -7.07040 -5.64258  S162 1.452
162 S -13.81052 -6.27025 -5.37126  O161 1.452, O163 1.456, C164 1.821, C167 1.832
163 O -15.08943 -6.74663 -5.87963  S162 1.456
164 C -13.80755 -5.80016 -3.61244  S162 1.821, C165 1.507, H168 1.093, H169 1.092
165 C -14.02217 -4.30888 -3.57912  C164 1.507, C166 1.547, H170 1.094, H171 1.089
166 C -13.14863 -3.76496 -4.73445  C165 1.547, C167 1.522, H172 1.092, H173 1.090
167 C -13.64391 -4.53951 -5.94765  S162 1.832, C166 1.522, H174 1.085, H175 1.093
168 H -12.82357 -6.06373 -3.21539  C164 1.093
169 H -14.47330 -6.44589 -3.03653  C164 1.092
170 H -15.04174 -4.01187 -3.84403  C165 1.094
171 H -13.83890 -3.91478 -2.58014  C165 1.089
172 H -12.08166 -3.91761 -4.55738  C166 1.092
173 H -13.28808 -2.69396 -4.88411  C166 1.090
174 H -13.21191 -4.51425 -6.94300  C167 1.085
175 H -14.70803 -4.30189 -6.02489  C167 1.093
176 O -19.31111 4.33115 -2.17318  S177 1.440
177 S -18.72519 3.10924 -1.68687  O176 1.440, O178 1.445, C179 1.829, C182 1.823
178 O -19.50089 1.89854 -1.54350  S177 1.445
179 C -17.23267 2.66917 -2.64848  S177 1.829, C180 1.509, H183 1.088, H184 1.093
180 C -16.03971 3.01723 -1.79283  C179 1.509, C181 1.545, H185 1.088, H186 1.094
181 C -16.46291 2.82633 -0.31917  C180 1.545, C182 1.536, H187 1.092, H188 1.096
182 C -17.85522 3.44273 -0.12041  S177 1.823, C181 1.536, H189 1.089, H190 1.087
183 H -17.20513 3.10070 -3.64679  C179 1.088
184 H -17.19465 1.58562 -2.78295  C179 1.093
185 H -15.11463 2.45691 -1.91081  C180 1.088
186 H -15.73665 4.06791 -1.81226  C180 1.094
187 H -15.72582 3.26577 0.35654  C181 1.092
188 H -16.52343 1.79882 0.05594  C181 1.096
189 H -17.75302 4.50818 0.07941  C182 1.089
190 H -18.37866 2.97967 0.71272  C182 1.087
191 O -18.76529 -9.35350 -5.39515  S192 1.458
192 S -18.55013 -10.36586 -4.36788  O191 1.458, O193 1.453, C194 1.863, C197 1.822
193 O -18.09604 -11.70509 -4.70333  S192 1.453
194 C -17.52320 -9.66498 -2.98094  S192 1.863, C195 1.558, H198 1.084, H199 1.090
195 C -18.53577 -9.50536 -1.80793  C194 1.558, C196 1.514, H200 1.091, H201 1.094
196 C -19.69423 -10.47598 -1.89794  C195 1.514, C197 1.534, H202 1.089, H203 1.092
197 C -20.07492 -10.52663 -3.38280  S192 1.822, C196 1.534, H204 1.089, H205 1.088
198 H -16.99195 -8.77391 -3.29453  C194 1.084
199 H -16.86671 -10.51399 -2.79241  C194 1.090
200 H -17.93664 -9.57198 -0.89838  C195 1.091
201 H -18.85445 -8.46095 -1.86752  C195 1.094
202 H -20.53591 -10.15512 -1.28657  C196 1.089
203 H -19.44257 -11.49373 -1.59403  C196 1.092
204 H -20.68049 -9.64944 -3.60570  C197 1.089
205 H -20.72706 -11.31153 -3.75991  C197 1.088
206 O -18.43211 -7.37723 -10.22165  S207 1.452
207 S -17.05214 -7.78598 -10.02949  O206 1.452, O208 1.458, C209 1.842, C212 1.791
208 O -15.91471 -7.02056 -10.52466  S207 1.458
209 C -16.77810 -8.16014 -8.24662  S207 1.842, C210 1.527, H213 1.088, H214 1.090
210 C -16.94241 -9.67226 -8.11569  C209 1.527, C211 1.545, H215 1.086, H216 1.092
211 C -16.35063 -10.26743 -9.41339  C210 1.545, C212 1.532, H217 1.089, H218 1.092
212 C -16.97065 -9.48895 -10.57861  S207 1.791, C211 1.532, H219 1.092, H220 1.087
213 H -17.44182 -7.50976 -7.68123  C209 1.088
214 H -15.75304 -7.81297 -8.11717  C209 1.090
215 H -16.51118 -10.05942 -7.19674  C210 1.086
216 H -18.00713 -9.91385 -8.09426  C210 1.092
217 H -16.58613 -11.33106 -9.42174  C211 1.089
218 H -15.26177 -10.18035 -9.41185  C211 1.092
219 H -17.99069 -9.87779 -10.60674  C212 1.092
220 H -16.60010 -9.52634 -11.60012  C212 1.087



Electronic energy across the listed records, respectively: -9346.499, -234980.292 eV.
HOMO level across the listed records, respectively: -13.4089, -9.8923 eV.
Kohn-Sham gap across the listed records, respectively: 0.377, 0.360 Eh.